The following is a quantum chemistry calculation of a molecular structure, C34H20BrCl2CrN6O3, from the Open Molecules 2025 dataset.

Its net charge is -1. The value obtained for the relative energy (zero: lowest compared OMol25 entry of this formula, charge and spin) is 57.5 kcal/mol. As for the spin multiplicity: 5. The expectation value of S² is 6.05. The value obtained for the HOMO-LUMO gap (alpha / beta) is 5.9 / 6.3 eV. The calculation puts the molecular weight at 763.38 g mol⁻¹. Its HOMO energy (alpha / beta) is -0.14288 / -0.16442 Eh.

XYZ file:
```
67
Properties=species:S:1:pos:R:3:nbo_charge:R:1
Cr -0.04 0.84 0.29 1.256
Cl -4.90 4.21 -3.20 -0.020
C -3.71 3.01 -2.76 -0.070
C -2.92 3.25 -1.64 -0.259
C -1.97 2.32 -1.26 0.107
N -1.17 2.43 -0.11 -0.647
C -1.20 3.45 0.75 0.628
O -1.81 4.52 0.71 -0.661
C -0.35 3.15 1.99 0.163
C -0.29 4.04 3.05 -0.217
C 0.44 3.68 4.17 -0.155
C 1.09 2.45 4.20 -0.255
C 0.99 1.63 3.10 0.080
N 0.28 1.97 2.03 -0.435
C -1.77 1.12 -2.00 0.235
C -2.60 0.91 -3.11 -0.274
C -3.55 1.85 -3.48 -0.069
Cl -4.54 1.50 -4.87 -0.016
N -0.73 0.27 -1.56 -0.677
C -0.27 -0.73 -2.35 0.649
O -0.81 -1.19 -3.36 -0.643
C 1.07 -1.34 -1.96 0.128
C 2.02 -1.83 -3.06 -0.264
C 1.85 -3.26 -3.44 -0.173
C 1.49 -4.14 -2.45 -0.304
C 1.21 -3.70 -1.15 -0.011
N 1.00 -2.37 -0.89 -0.447
H -3.04 4.15 -1.07 0.265
H -0.83 4.97 2.96 0.250
H 0.49 4.35 5.02 0.214
H 1.67 2.14 5.06 0.220
H 1.49 0.67 3.04 0.223
H -2.49 0.00 -3.68 0.274
H 2.03 -1.15 -3.91 0.237
H 2.07 -3.59 -4.44 0.201
H 1.45 -5.21 -2.65 0.206
H 1.10 -4.38 -0.32 0.190
Br 5.61 -1.73 -3.64 -0.011
C 4.35 -0.72 -2.63 -0.074
C 4.49 0.59 -2.46 -0.213
C 3.53 1.38 -1.70 -0.391
C 2.46 0.82 -1.09 0.397
O 1.59 1.55 -0.43 -0.709
C 2.23 -0.66 -1.16 -0.083
C 1.79 -1.51 0.06 0.155
N 0.88 -0.82 0.91 -0.677
C 0.16 -1.61 1.76 0.210
C 0.54 -2.82 2.32 -0.313
C -0.30 -3.49 3.23 -0.152
C -1.54 -3.03 3.58 -0.285
C -2.00 -1.83 2.98 -0.080
C -3.29 -1.29 3.18 -0.119
C -3.69 -0.18 2.49 -0.263
C -2.80 0.42 1.59 0.079
N -1.59 -0.04 1.40 -0.438
C -1.17 -1.15 2.08 0.194
C 3.21 -1.48 -2.08 -0.259
H 5.34 1.10 -2.90 0.212
H 3.65 2.45 -1.64 0.214
H 2.59 -2.06 0.57 0.176
H 1.50 -3.26 2.07 0.212
H 0.05 -4.43 3.66 0.204
H -2.17 -3.56 4.28 0.205
H -3.97 -1.78 3.87 0.210
H -4.68 0.24 2.62 0.222
H -3.08 1.29 1.01 0.224
H 3.56 -2.39 -1.59 0.222
```

***

The following is a quantum chemistry calculation of a molecular structure, C34H20Cl4N3O5OsSSb, from the Open Molecules 2025 dataset.

Its net charge is 0. The value obtained for the relative energy (zero: lowest compared OMol25 entry of this formula, charge and spin) is 9.9 kcal/mol. As for the spin multiplicity: 5. The expectation value of S² is 6.03. The value obtained for the HOMO-LUMO gap (alpha / beta) is 7.6 / 6.0 eV. The calculation puts the molecular weight at 1036.42 g mol⁻¹. Its HOMO energy (alpha / beta) is -0.29499 / -0.32352 Eh.

XYZ file:
```
69
Properties=species:S:1:pos:R:3:nbo_charge:R:1
Os 0.47 0.17 0.77 1.161
Cl 3.72 -0.75 6.76 0.085
C 3.27 -0.74 5.11 -0.059
C 4.18 -1.27 4.15 -0.080
Cl 5.68 -1.90 4.66 0.079
C 3.85 -1.28 2.81 -0.126
Cl 4.90 -1.90 1.61 0.065
C 2.61 -0.75 2.40 0.330
O 2.24 -0.72 1.16 -0.594
C 1.69 -0.23 3.37 0.313
O 0.56 0.21 2.93 -0.648
C 2.05 -0.23 4.74 -0.129
Cl 0.93 0.41 5.86 0.075
O -1.82 7.07 -2.34 -0.663
C -1.54 6.73 -1.06 0.765
O -1.97 7.39 -0.16 -0.549
C -0.70 5.51 -0.85 -0.122
C -0.48 4.54 -1.83 -0.205
C 0.31 3.44 -1.56 -0.227
C 0.88 3.28 -0.31 -0.158
S 1.87 1.87 0.09 -0.076
C 0.68 4.25 0.67 -0.215
C -0.11 5.36 0.40 -0.163
H -1.33 6.51 -2.95 0.479
H -0.96 4.61 -2.80 0.203
H 0.46 2.68 -2.32 0.224
H 1.13 4.13 1.65 0.227
H -0.29 6.11 1.15 0.243
C -3.11 -4.24 3.36 -0.183
C -3.19 -2.87 3.13 -0.206
C -2.44 -2.29 2.12 -0.246
C -1.62 -3.08 1.32 -0.281
C -1.54 -4.45 1.55 -0.252
C -2.29 -5.03 2.57 -0.210
Sb -0.51 -2.16 -0.22 1.217
C -1.88 -2.12 -1.82 -0.283
C -3.24 -2.27 -1.59 -0.237
C -4.13 -2.22 -2.65 -0.203
C -3.66 -2.04 -3.94 -0.199
C -2.30 -1.89 -4.18 -0.198
C -1.41 -1.92 -3.12 -0.257
C 0.80 -3.67 -0.86 -0.391
C 0.30 -4.72 -1.63 -0.164
C 1.13 -5.75 -2.03 -0.228
C 2.47 -5.74 -1.67 -0.195
C 2.98 -4.70 -0.92 -0.194
C 2.15 -3.66 -0.51 -0.224
H -3.70 -4.68 4.15 0.217
H -3.83 -2.25 3.75 0.224
H -2.50 -1.22 1.96 0.226
H -0.90 -5.08 0.94 0.221
H -2.23 -6.09 2.75 0.218
H -3.62 -2.41 -0.58 0.230
H -5.19 -2.33 -2.46 0.224
H -4.36 -2.00 -4.77 0.219
H -1.94 -1.74 -5.18 0.218
H -0.35 -1.80 -3.31 0.217
H -0.75 -4.73 -1.92 0.214
H 0.73 -6.57 -2.62 0.220
H 3.12 -6.55 -1.98 0.219
H 4.02 -4.68 -0.64 0.220
H 2.56 -2.84 0.06 0.235
O -1.40 0.81 0.63 -0.578
N -1.78 2.07 0.49 0.038
C -3.06 2.20 0.38 -0.069
C -3.60 3.50 0.16 0.248
N -4.06 4.54 -0.02 -0.245
C -3.95 1.07 0.43 0.256
N -4.66 0.18 0.48 -0.276
```